1.
{
  "formula": "C18H18ClN3OS",
  "method": "ωB97M-V/def2-TZVPD",
  "gap_ev": 6.70,
  "total_charge": 0,
  "max_force_ev_per_a": 19.1,
  "e_tot_ev": -48817.7479,
  "symbols": ["N", "C", "C", "H", "H", "C", "N", "C", "H", "C", "N", "C", "S", "C", "C", "C", "C", "C", "C", "C", "C", "C", "C", "H", "Cl", "H", "H", "H", "O", "H", "H", "C", "H", "C", "H", "H", "H", "H", "H", "H", "H", "H"],
  "coordinates": [[6.750, -0.339, -1.895], [5.825, 0.089, -2.576], [4.729, 0.469, -3.577], [4.778, 1.587, -3.512], [5.249, 0.331, -4.435], [3.646, -0.193, -3.123], [3.009, 0.538, -2.113], [1.421, 0.654, -2.293], [1.086, 0.647, -3.332], [0.896, -0.712, -1.475], [1.395, -0.835, -0.371], [0.727, -0.405, 0.756], [1.388, 0.210, 2.475], [-0.800, -0.782, 0.822], [-1.494, -1.599, 0.277], [-2.728, -1.655, 0.779], [-2.754, -0.443, 1.745], [-3.779, 0.165, 2.373], [-3.667, 1.315, 3.123], [-4.497, 1.791, 3.880], [-5.802, 1.617, 3.736], [-6.072, 0.310, 2.822], [-5.213, -0.249, 2.102], [-5.394, -1.151, 1.499], [-7.892, 0.182, 2.534], [-6.703, 2.032, 4.347], [-4.190, 2.778, 4.736], [-2.595, 1.566, 3.159], [-1.443, -0.059, 1.677], [-3.669, -2.206, 0.569], [-1.203, -2.495, -0.435], [2.897, -0.551, -0.162], [3.148, -0.688, 0.887], [3.426, 0.640, -0.769], [4.501, 0.627, -0.820], [2.863, 1.374, -0.473], [3.233, -1.408, -0.660], [-0.160, -0.994, -1.474], [1.265, -1.653, -2.103], [1.072, 1.280, -1.842], [2.916, -0.334, -3.950], [3.833, -1.453, -2.907]],
  "mulliken_charge": [-0.5204, 0.1761, -0.5656, 0.2890, 0.4758, -0.4490, 0.0122, -1.9292, 0.3310, -0.7466, 0.3093, -0.2375, -0.2829, 0.2981, 0.4142, -1.0765, 0.1700, 1.0370, -0.4711, -0.3193, -0.3444, 0.2643, -0.7212, 0.2159, -0.2367, 0.2907, 0.1555, 0.4264, -0.2862, 0.3275, 0.3045, -1.4059, 0.6602, -0.6519, 0.5160, 0.3572, 0.5202, 0.7242, 0.2839, 1.0927, 0.4110, 0.1815]
}

***

2.
{
  "formula": "C18H18CsF3I2N2O4S2Se",
  "method": "ωB97M-V/def2-TZVPD",
  "gap_ev": 2.77,
  "total_charge": -2,
  "max_force_ev_per_a": 0.3,
  "e_tot_ev": -142048.6256,
  "symbols": ["Cs", "C", "C", "N", "C", "C", "C", "C", "C", "C", "C", "C", "C", "N", "C", "H", "H", "H", "H", "H", "H", "H", "H", "I", "C", "I", "H", "H", "O", "S", "C", "C", "C", "C", "H", "H", "H", "H", "H", "H", "H", "H", "Se", "F", "C", "F", "F", "S", "O", "O", "O"],
  "coordinates": [[-1.023, 1.080, 1.212], [2.976, -1.411, 0.126], [1.572, -1.331, 0.014], [0.945, -0.512, -0.805], [1.692, 0.283, -1.605], [3.093, 0.272, -1.583], [3.733, -0.606, -0.675], [3.834, 1.133, -2.454], [3.208, 1.959, -3.321], [1.777, 1.996, -3.381], [1.091, 2.842, -4.267], [-0.277, 2.856, -4.271], [-0.948, 2.010, -3.376], [-0.338, 1.199, -2.544], [1.013, 1.176, -2.527], [3.353, -2.110, 0.868], [1.003, -1.991, 0.674], [4.817, -0.617, -0.629], [4.916, 1.110, -2.398], [3.770, 2.613, -3.977], [1.659, 3.487, -4.928], [-0.840, 3.505, -4.928], [-2.034, 2.003, -3.345], [-2.452, -1.091, -1.779], [-3.798, -2.280, -0.663], [-5.863, -2.031, -1.148], [-3.657, -1.998, 0.379], [-3.567, -3.324, -0.833], [-2.530, -1.382, 2.056], [-1.194, -2.138, 2.346], [-1.660, -3.889, 2.144], [-1.712, -4.512, 3.536], [-2.103, -3.398, 4.509], [-1.201, -2.221, 4.161], [-0.901, -4.348, 1.515], [-2.645, -3.847, 1.670], [-0.703, -4.860, 3.769], [-2.419, -5.347, 3.564], [-1.964, -3.701, 5.550], [-3.152, -3.116, 4.371], [-0.162, -2.402, 4.439], [-1.572, -1.256, 4.509], [1.620, -3.512, 2.735], [-0.155, 6.242, -1.075], [0.603, 5.235, -0.604], [1.869, 5.680, -0.555], [0.560, 4.247, -1.509], [0.021, 4.662, 1.049], [0.128, 5.849, 1.860], [0.946, 3.586, 1.356], [-1.332, 4.206, 0.770]],
  "mulliken_charge": [0.9665, -0.6126, 0.2494, 0.0281, -0.0926, 1.3015, -0.9685, -0.8897, -0.9737, 1.3612, -0.6444, -0.6937, -0.3463, -0.1803, -0.0137, 0.3913, -0.1730, 0.3523, 0.3431, 0.3378, 0.3648, 0.3910, 0.3812, 0.0755, -0.3692, -0.0414, -0.0635, 0.3781, -0.7685, 0.1242, -0.6253, -0.5057, -0.5081, -0.7793, 0.2251, 0.4193, 0.1666, 0.3611, 0.3399, 0.2457, 0.2956, 0.4023, -1.3315, -0.2516, 0.5329, -0.2517, -0.0639, 1.2371, -0.7048, -0.7029, -0.7157]
}

***

3.
{
  "formula": "C18H18F3",
  "method": "ωB97M-V/def2-TZVPD",
  "gap_ev": 6.86,
  "total_charge": 1,
  "max_force_ev_per_a": 3.2,
  "e_tot_ev": -27101.1018,
  "symbols": ["C", "C", "C", "C", "H", "H", "H", "H", "H", "H", "H", "H", "F", "C", "F", "F", "C", "C", "C", "C", "C", "C", "C", "C", "C", "C", "C", "C", "C", "H", "H", "H", "H", "H", "H", "H", "H", "H", "H"],
  "coordinates": [[-2.187, 0.147, 2.572], [-0.799, 0.713, 2.736], [0.203, -0.203, 2.555], [1.618, 0.112, 2.282], [-2.986, 0.886, 2.584], [-2.284, -0.436, 1.640], [-2.420, -0.568, 3.366], [-0.630, 1.724, 2.255], [-0.057, -1.251, 2.439], [2.230, -0.791, 2.273], [1.774, 0.673, 1.353], [2.022, 0.737, 3.073], [2.883, 6.521, 1.296], [3.334, 5.949, 2.452], [4.478, 5.275, 2.138], [3.725, 7.001, 3.249], [2.291, 5.040, 3.046], [2.689, 3.885, 3.709], [1.719, 3.019, 4.192], [0.338, 3.190, 3.908], [-0.581, 2.024, 4.076], [-1.920, 2.277, 4.660], [-2.422, 1.345, 5.615], [-3.778, 1.247, 5.886], [-4.681, 2.184, 5.354], [-4.178, 3.221, 4.556], [-2.817, 3.289, 4.250], [-0.006, 4.482, 3.429], [0.949, 5.349, 2.903], [3.747, 3.720, 3.892], [2.039, 2.174, 4.797], [-0.066, 1.221, 4.632], [-1.723, 0.637, 6.077], [-4.141, 0.482, 6.588], [-5.731, 2.163, 5.665], [-4.860, 4.021, 4.236], [-2.504, 4.113, 3.615], [-1.019, 4.859, 3.423], [0.686, 6.307, 2.445]],
  "mulliken_charge": [-1.7449, 0.9580, -0.3221, -0.9108, 0.3443, 0.4634, 0.4130, 0.2996, 0.4716, 0.3785, 0.3098, 0.1743, -0.2546, 0.7551, -0.2601, -0.2338, 0.4067, -0.8430, -0.6385, 0.3615, 0.1014, 0.0436, -0.2068, -0.6873, -0.4183, -0.8048, -0.0855, -0.2490, -1.0900, 0.4501, 0.6800, 0.6695, 0.3860, 0.3860, 0.4130, 0.4074, 0.2016, 0.2413, 0.4339]
}

***

4.
{
  "formula": "C18H18F6N11O7S4Ti",
  "method": "ωB97M-V/def2-TZVPD",
  "gap_ev": [6.63, 6.63],
  "total_charge": -1,
  "max_force_ev_per_a": 0.4,
  "e_tot_ev": -132445.0676,
  "symbols": ["Ti", "C", "C", "N", "N", "C", "S", "N", "N", "H", "H", "H", "H", "H", "H", "F", "C", "F", "F", "S", "O", "O", "N", "S", "O", "O", "C", "F", "F", "F", "O", "C", "C", "C", "C", "O", "N", "H", "H", "H", "H", "O", "N", "C", "C", "N", "C", "N", "C", "C", "C", "C", "N", "C", "S", "N", "C", "H", "H", "H", "H", "H", "H", "H", "H"],
  "coordinates": [[-0.631, 0.432, -0.345], [-1.271, -4.501, -1.244], [-0.706, -3.591, -2.263], [-0.673, -3.781, -3.543], [-0.110, -2.633, -4.035], [0.185, -1.725, -3.097], [0.817, -0.184, -3.243], [-0.178, -2.362, -1.955], [-0.084, -1.779, -0.695], [-1.590, -5.420, -1.728], [-2.134, -4.025, -0.775], [-0.532, -4.735, -0.476], [0.039, -2.518, -5.021], [-0.812, -2.167, -0.095], [0.854, -2.011, -0.324], [-2.112, -2.180, 2.937], [-2.930, -1.106, 2.943], [-4.066, -1.486, 2.326], [-3.231, -0.856, 4.222], [-2.207, 0.404, 2.082], [-1.962, -0.501, 0.829], [-3.381, 1.202, 2.373], [-0.933, 0.381, 3.114], [0.523, 0.232, 2.669], [1.447, 1.209, 3.155], [0.691, -0.107, 1.221], [1.069, -1.345, 3.468], [2.394, -1.411, 3.502], [0.607, -1.398, 4.715], [0.607, -2.396, 2.792], [-2.182, 2.785, -2.079], [-2.768, 1.746, -1.906], [-4.282, 1.596, -1.848], [-4.509, 0.105, -1.638], [-3.117, -0.494, -1.681], [-2.875, -1.686, -1.671], [-2.155, 0.501, -1.710], [-4.719, 1.992, -2.764], [-4.636, 2.207, -1.018], [-5.152, -0.376, -2.373], [-4.904, -0.123, -0.645], [0.344, 1.920, -0.745], [0.437, 3.221, -0.481], [-0.392, 3.670, 0.394], [-1.249, 2.895, 1.324], [-1.407, 1.670, 0.996], [-0.311, 5.104, 0.576], [-0.253, 6.241, 0.729], [3.220, 2.292, -1.934], [3.483, 1.385, -0.780], [3.966, 1.773, 0.433], [4.223, 0.768, 1.389], [4.016, -0.514, 1.159], [3.461, -0.892, -0.008], [3.070, -2.498, -0.364], [3.238, 0.066, -0.958], [4.756, 1.143, 2.735], [3.602, 3.288, -1.724], [2.148, 2.366, -2.114], [3.694, 1.901, -2.835], [4.153, 2.815, 0.644], [2.778, -0.237, -1.818], [5.671, 1.731, 2.636], [4.950, 0.246, 3.317], [4.012, 1.751, 3.251]],
  "mulliken_charge": [-0.7336, -1.3207, 1.0917, -0.9583, 0.1797, 0.3865, -0.5688, 0.2257, 0.3851, 0.3721, 0.2583, 0.3402, 0.1778, 0.2079, -0.4066, -0.2156, 0.4367, -0.2467, -0.2359, 1.1242, -0.1215, -0.8272, -0.6207, 1.2415, -0.6447, -0.0178, 0.5526, -0.1848, -0.2463, -0.2399, -0.6202, 0.3987, -0.5975, -0.7356, 0.2541, -0.5367, 0.5107, 0.3820, 0.2398, 0.4231, 0.2238, 0.2460, -0.6214, 1.2348, -0.9674, 0.4059, -0.1420, -0.5865, -1.3149, 1.0974, -0.8370, 1.1516, -0.4112, -0.1630, -0.4227, 0.1227, -1.4621, 0.3915, 0.1166, 0.3972, 0.4043, -0.0167, 0.4663, 0.3145, 0.2630]
}

***

Please write out number 1 again, unchanged.
{
  "formula": "C18H18ClN3OS",
  "method": "ωB97M-V/def2-TZVPD",
  "gap_ev": 6.70,
  "total_charge": 0,
  "max_force_ev_per_a": 19.1,
  "e_tot_ev": -48817.7479,
  "symbols": ["N", "C", "C", "H", "H", "C", "N", "C", "H", "C", "N", "C", "S", "C", "C", "C", "C", "C", "C", "C", "C", "C", "C", "H", "Cl", "H", "H", "H", "O", "H", "H", "C", "H", "C", "H", "H", "H", "H", "H", "H", "H", "H"],
  "coordinates": [[6.750, -0.339, -1.895], [5.825, 0.089, -2.576], [4.729, 0.469, -3.577], [4.778, 1.587, -3.512], [5.249, 0.331, -4.435], [3.646, -0.193, -3.123], [3.009, 0.538, -2.113], [1.421, 0.654, -2.293], [1.086, 0.647, -3.332], [0.896, -0.712, -1.475], [1.395, -0.835, -0.371], [0.727, -0.405, 0.756], [1.388, 0.210, 2.475], [-0.800, -0.782, 0.822], [-1.494, -1.599, 0.277], [-2.728, -1.655, 0.779], [-2.754, -0.443, 1.745], [-3.779, 0.165, 2.373], [-3.667, 1.315, 3.123], [-4.497, 1.791, 3.880], [-5.802, 1.617, 3.736], [-6.072, 0.310, 2.822], [-5.213, -0.249, 2.102], [-5.394, -1.151, 1.499], [-7.892, 0.182, 2.534], [-6.703, 2.032, 4.347], [-4.190, 2.778, 4.736], [-2.595, 1.566, 3.159], [-1.443, -0.059, 1.677], [-3.669, -2.206, 0.569], [-1.203, -2.495, -0.435], [2.897, -0.551, -0.162], [3.148, -0.688, 0.887], [3.426, 0.640, -0.769], [4.501, 0.627, -0.820], [2.863, 1.374, -0.473], [3.233, -1.408, -0.660], [-0.160, -0.994, -1.474], [1.265, -1.653, -2.103], [1.072, 1.280, -1.842], [2.916, -0.334, -3.950], [3.833, -1.453, -2.907]],
  "mulliken_charge": [-0.5204, 0.1761, -0.5656, 0.2890, 0.4758, -0.4490, 0.0122, -1.9292, 0.3310, -0.7466, 0.3093, -0.2375, -0.2829, 0.2981, 0.4142, -1.0765, 0.1700, 1.0370, -0.4711, -0.3193, -0.3444, 0.2643, -0.7212, 0.2159, -0.2367, 0.2907, 0.1555, 0.4264, -0.2862, 0.3275, 0.3045, -1.4059, 0.6602, -0.6519, 0.5160, 0.3572, 0.5202, 0.7242, 0.2839, 1.0927, 0.4110, 0.1815]
}